# 1
The following is a quantum chemistry calculation of C6H24BaO6 as an isolated structure, from the Open Molecules 2025 dataset.

```
37
C6H24BaO6 | the Open Molecules 2025 dataset | ωB97M-V with the def2-TZVPD basis set
Ba 0.10238 0.56604 0.22343
C 0.59754 -2.29034 2.00035
O 1.02563 -2.05701 0.63916
H -0.33010 -1.74829 2.19526
H 0.36624 -3.33758 2.20247
H 1.38373 -2.01503 2.70620
H 1.61939 -2.77759 0.40485
C -3.22535 2.34986 0.57667
O -2.01327 2.45433 -0.19283
H -3.27362 1.34938 1.00139
H -3.22282 3.05536 1.40962
H -4.09936 2.52633 -0.04564
H -2.05430 3.30916 -0.63506
C 3.63068 -0.61131 -1.10486
O 2.34484 -0.10305 -1.50796
H 3.47892 -1.25076 -0.24182
H 4.09930 -1.16840 -1.91306
H 4.30848 0.19402 -0.80774
H 2.45442 0.30359 -2.37293
C -2.21667 -2.23339 -0.57785
O -2.29077 -0.97396 0.15541
H -2.98588 -2.27385 -1.34664
H -1.24125 -2.27336 -1.05378
H -2.34151 -3.07564 0.09832
H -3.19255 -0.86094 0.47307
C 2.47243 1.65656 2.86573
O 2.36684 0.69518 1.78889
H 3.51311 1.81075 3.14185
H 2.09800 2.61107 2.49444
H 1.88424 1.35221 3.73043
H 2.78067 -0.12356 2.08156
C -1.71800 0.80145 -3.09613
O -0.41864 0.63537 -2.46693
H -1.77200 0.20401 -4.00556
H -2.46124 0.45261 -2.38788
H -1.89429 1.84493 -3.35053
H 0.22476 1.00187 -3.08192
```

## Properties
Total charge: +2
Strongest force on any atom: 0.78 eV Å⁻¹
LUMO: -5.9 eV
Calculated total energy: -719.43361 a.u.
Spin multiplicity: 1

***

# 2
The following is a quantum chemistry calculation of C6H24BeN12O10S as an isolated structure at a distorted geometry, from the Open Molecules 2025 dataset.

```
54
C6H24BeN12O10S | the Open Molecules 2025 dataset | ωB97M-V with the def2-TZVPD basis set
Be 11.56806 8.91570 -2.08829
S 13.74458 10.10363 -3.72033
O 14.25028 11.23180 -4.45754
O 12.52158 9.39552 -4.15438
O 14.66250 8.99321 -3.68693
O 13.38691 10.51370 -2.34877
C 12.27672 7.92103 1.01311
O 12.52819 8.70447 0.10122
N 13.18500 7.63312 1.95117
N 11.10488 7.35635 1.09513
H 13.20273 6.76053 2.45392
H 14.01944 8.19441 2.00986
H 10.98688 6.81161 1.93531
H 10.35665 7.58158 0.45525
C 13.44008 6.22591 -2.32881
O 12.47480 6.93479 -1.99640
N 14.49596 6.62967 -3.01475
N 13.51547 4.86654 -2.21277
H 15.34600 6.12127 -3.18716
H 14.41489 7.62131 -3.25787
H 12.65347 4.44435 -1.90395
H 14.30817 4.35362 -2.55528
C 10.15524 11.73238 0.05069
O 10.78397 10.90476 -0.55148
N 9.52912 12.73923 -0.52034
N 9.90812 11.73384 1.34362
H 9.72624 12.89396 -1.49686
H 8.89282 13.39402 -0.09759
H 9.29318 12.45696 1.67524
H 10.09374 10.85486 1.80153
C 8.30312 7.84231 -1.19645
O 9.36454 8.49452 -1.11901
N 7.14731 8.21679 -0.66768
N 8.17664 6.90336 -2.09458
H 7.19472 9.01088 -0.04970
H 6.36133 7.84067 -1.17029
H 7.29323 6.42946 -2.19526
H 8.95281 6.62478 -2.68483
C 10.62362 6.77255 -4.77468
O 10.40829 7.07748 -3.59594
N 11.50547 7.42424 -5.53062
N 9.97454 5.77347 -5.39095
H 12.09408 8.16543 -5.15716
H 11.42837 7.18043 -6.50505
H 9.41425 5.14497 -4.83774
H 10.24005 5.38691 -6.28230
C 9.52788 11.20867 -3.71339
O 9.59205 9.99847 -3.47390
N 8.56281 11.95552 -3.23711
N 10.58388 11.87982 -4.15750
H 7.89996 11.44591 -2.67484
H 8.49154 12.90229 -3.57310
H 11.52560 11.51816 -4.21209
H 10.40668 12.81724 -4.48305
```

## Properties
Total charge: 0
Strongest force on any atom: 4.53 eV Å⁻¹
LUMO: 0.1 eV
Calculated total energy: -2065.62224 a.u.
Spin multiplicity: 1

***

# 3
The following is a quantum chemistry calculation of a 7-piece molecular cluster, C6H24BrN12O6 overall at a distorted geometry, from the Open Molecules 2025 dataset.

```
49
C6H24BrN12O6 | the Open Molecules 2025 dataset | ωB97M-V with the def2-TZVPD basis set
Br 0.22545 0.29766 0.05275
C 3.30578 1.29714 -2.50777
O 4.32963 1.36814 -3.18195
N 2.10471 1.35170 -2.92070
N 3.42130 1.29627 -1.20200
H 1.42893 1.33595 -2.17025
H 1.89780 1.42807 -3.90633
H 2.62089 1.43773 -0.60247
H 4.36756 1.21485 -0.85838
C 2.37853 -0.94418 3.73994
O 1.44828 -0.48150 4.44058
N 2.46707 -0.80430 2.46005
N 3.15131 -1.90077 4.15468
H 3.26523 -1.19773 1.98229
H 1.71373 -0.55571 1.83492
H 3.87583 -2.22779 3.53161
H 3.04698 -2.30252 5.07545
C -1.02678 2.42925 -3.98484
O -0.00414 3.00168 -4.07960
N -1.47822 1.84610 -2.88215
N -1.83709 2.36032 -4.98227
H -0.93644 1.69628 -2.04302
H -2.45051 1.57271 -2.87761
H -1.41684 2.80986 -5.78315
H -2.74041 1.90858 -4.98961
C -1.69353 1.55511 3.90413
O -2.10776 1.44397 4.98231
N -0.55088 1.15942 3.56904
N -2.18664 2.24286 2.94438
H -0.60330 1.03316 2.56834
H -0.24640 0.28888 3.98082
H -2.97551 2.83714 3.15561
H -1.72910 2.37352 2.05349
C 0.55099 -2.33389 -3.42458
O 0.48446 -2.96030 -4.48337
N -0.44298 -1.80508 -2.77236
N 1.64347 -2.03395 -2.73145
H -1.31221 -1.87583 -3.28182
H -0.38624 -1.23535 -1.94032
H 1.46266 -1.56507 -1.85534
H 2.52289 -2.08728 -3.22527
C -3.50975 -1.55668 2.11254
O -4.29373 -0.73252 1.76714
N -2.27954 -1.59843 1.73620
N -3.86299 -2.52683 2.90163
H -1.88983 -0.81450 1.23253
H -1.70569 -2.40430 1.93963
H -4.73429 -2.32109 3.36919
H -3.31280 -3.32055 3.19725
```

## Properties
Total charge: -1
Strongest force on any atom: 8.25 eV Å⁻¹
LUMO: 2.4 eV
Calculated total energy: -3925.81159 a.u.
Spin multiplicity: 1

***

# 4
The following is a quantum chemistry calculation of a 7-piece molecular cluster, C6H24ClO10 overall at a distorted geometry, from the Open Molecules 2025 dataset.

```
41
C6H24ClO10 | the Open Molecules 2025 dataset | ωB97M-V with the def2-TZVPD basis set
Cl 1.00349 0.22811 1.25703
O 0.90020 1.58873 1.72432
O 2.32091 0.01959 0.75401
O 0.85358 -0.63368 2.41986
O -0.02155 -0.01595 0.24987
C 2.77882 -2.50670 1.24738
O 2.97016 -3.78308 0.63716
H 1.93687 -2.50139 1.93963
H 3.65047 -2.34776 1.88225
H 2.62045 -1.68369 0.55048
H 2.48752 -3.89550 -0.18505
C -2.62449 -0.33091 0.18680
O -3.31689 0.84189 0.70671
H -1.82456 -0.60266 0.87555
H -3.31499 -1.13433 -0.06973
H -2.12042 0.05401 -0.69968
H -2.69498 1.57319 0.70122
C -0.45445 -2.50127 1.09145
O -1.38871 -3.56986 1.00081
H -0.09021 -2.32556 2.10365
H 0.36044 -2.54758 0.36901
H -0.95667 -1.59610 0.75005
H -2.24390 -3.32825 1.36394
C -0.59717 0.17624 -2.33986
O -0.19308 -0.53415 -3.46883
H -1.67593 0.25719 -2.20631
H -0.16258 -0.28205 -1.45149
H -0.14793 1.16898 -2.31280
H 0.51968 -0.04504 -3.88638
C -1.24743 2.85693 0.08197
O -1.45388 2.02594 1.19198
H -0.31571 3.34526 0.36749
H -1.10744 2.34347 -0.86927
H -2.01619 3.61609 -0.06229
H -0.61004 1.65487 1.46002
C 1.51442 2.04955 -1.15037
O 1.13191 3.16803 -1.86361
H 0.58424 1.52591 -0.92980
H 2.08785 1.41916 -1.83000
H 2.08537 2.39687 -0.28928
H 0.77277 3.85535 -1.29774
```

## Properties
Total charge: -1
Strongest force on any atom: 4.11 eV Å⁻¹
LUMO: 2.9 eV
Calculated total energy: -1455.15474 a.u.
Spin multiplicity: 1

***

Number 2 is which compound?
C6H24BeN12O10S

***

What did the third record say?
The following is a quantum chemistry calculation of a 7-piece molecular cluster, C6H24BrN12O6 overall at a distorted geometry, from the Open Molecules 2025 dataset.

```
49
C6H24BrN12O6 | the Open Molecules 2025 dataset | ωB97M-V with the def2-TZVPD basis set
Br 0.22545 0.29766 0.05275
C 3.30578 1.29714 -2.50777
O 4.32963 1.36814 -3.18195
N 2.10471 1.35170 -2.92070
N 3.42130 1.29627 -1.20200
H 1.42893 1.33595 -2.17025
H 1.89780 1.42807 -3.90633
H 2.62089 1.43773 -0.60247
H 4.36756 1.21485 -0.85838
C 2.37853 -0.94418 3.73994
O 1.44828 -0.48150 4.44058
N 2.46707 -0.80430 2.46005
N 3.15131 -1.90077 4.15468
H 3.26523 -1.19773 1.98229
H 1.71373 -0.55571 1.83492
H 3.87583 -2.22779 3.53161
H 3.04698 -2.30252 5.07545
C -1.02678 2.42925 -3.98484
O -0.00414 3.00168 -4.07960
N -1.47822 1.84610 -2.88215
N -1.83709 2.36032 -4.98227
H -0.93644 1.69628 -2.04302
H -2.45051 1.57271 -2.87761
H -1.41684 2.80986 -5.78315
H -2.74041 1.90858 -4.98961
C -1.69353 1.55511 3.90413
O -2.10776 1.44397 4.98231
N -0.55088 1.15942 3.56904
N -2.18664 2.24286 2.94438
H -0.60330 1.03316 2.56834
H -0.24640 0.28888 3.98082
H -2.97551 2.83714 3.15561
H -1.72910 2.37352 2.05349
C 0.55099 -2.33389 -3.42458
O 0.48446 -2.96030 -4.48337
N -0.44298 -1.80508 -2.77236
N 1.64347 -2.03395 -2.73145
H -1.31221 -1.87583 -3.28182
H -0.38624 -1.23535 -1.94032
H 1.46266 -1.56507 -1.85534
H 2.52289 -2.08728 -3.22527
C -3.50975 -1.55668 2.11254
O -4.29373 -0.73252 1.76714
N -2.27954 -1.59843 1.73620
N -3.86299 -2.52683 2.90163
H -1.88983 -0.81450 1.23253
H -1.70569 -2.40430 1.93963
H -4.73429 -2.32109 3.36919
H -3.31280 -3.32055 3.19725
```

## Properties
Total charge: -1
Strongest force on any atom: 8.25 eV Å⁻¹
LUMO: 2.4 eV
Calculated total energy: -3925.81159 a.u.
Spin multiplicity: 1

***

Copy entry 3 word for word.
The following is a quantum chemistry calculation of a 7-piece molecular cluster, C6H24BrN12O6 overall at a distorted geometry, from the Open Molecules 2025 dataset.

```
49
C6H24BrN12O6 | the Open Molecules 2025 dataset | ωB97M-V with the def2-TZVPD basis set
Br 0.22545 0.29766 0.05275
C 3.30578 1.29714 -2.50777
O 4.32963 1.36814 -3.18195
N 2.10471 1.35170 -2.92070
N 3.42130 1.29627 -1.20200
H 1.42893 1.33595 -2.17025
H 1.89780 1.42807 -3.90633
H 2.62089 1.43773 -0.60247
H 4.36756 1.21485 -0.85838
C 2.37853 -0.94418 3.73994
O 1.44828 -0.48150 4.44058
N 2.46707 -0.80430 2.46005
N 3.15131 -1.90077 4.15468
H 3.26523 -1.19773 1.98229
H 1.71373 -0.55571 1.83492
H 3.87583 -2.22779 3.53161
H 3.04698 -2.30252 5.07545
C -1.02678 2.42925 -3.98484
O -0.00414 3.00168 -4.07960
N -1.47822 1.84610 -2.88215
N -1.83709 2.36032 -4.98227
H -0.93644 1.69628 -2.04302
H -2.45051 1.57271 -2.87761
H -1.41684 2.80986 -5.78315
H -2.74041 1.90858 -4.98961
C -1.69353 1.55511 3.90413
O -2.10776 1.44397 4.98231
N -0.55088 1.15942 3.56904
N -2.18664 2.24286 2.94438
H -0.60330 1.03316 2.56834
H -0.24640 0.28888 3.98082
H -2.97551 2.83714 3.15561
H -1.72910 2.37352 2.05349
C 0.55099 -2.33389 -3.42458
O 0.48446 -2.96030 -4.48337
N -0.44298 -1.80508 -2.77236
N 1.64347 -2.03395 -2.73145
H -1.31221 -1.87583 -3.28182
H -0.38624 -1.23535 -1.94032
H 1.46266 -1.56507 -1.85534
H 2.52289 -2.08728 -3.22527
C -3.50975 -1.55668 2.11254
O -4.29373 -0.73252 1.76714
N -2.27954 -1.59843 1.73620
N -3.86299 -2.52683 2.90163
H -1.88983 -0.81450 1.23253
H -1.70569 -2.40430 1.93963
H -4.73429 -2.32109 3.36919
H -3.31280 -3.32055 3.19725
```

## Properties
Total charge: -1
Strongest force on any atom: 8.25 eV Å⁻¹
LUMO: 2.4 eV
Calculated total energy: -3925.81159 a.u.
Spin multiplicity: 1

***

Copy entry 4 word for word.
The following is a quantum chemistry calculation of a 7-piece molecular cluster, C6H24ClO10 overall at a distorted geometry, from the Open Molecules 2025 dataset.

```
41
C6H24ClO10 | the Open Molecules 2025 dataset | ωB97M-V with the def2-TZVPD basis set
Cl 1.00349 0.22811 1.25703
O 0.90020 1.58873 1.72432
O 2.32091 0.01959 0.75401
O 0.85358 -0.63368 2.41986
O -0.02155 -0.01595 0.24987
C 2.77882 -2.50670 1.24738
O 2.97016 -3.78308 0.63716
H 1.93687 -2.50139 1.93963
H 3.65047 -2.34776 1.88225
H 2.62045 -1.68369 0.55048
H 2.48752 -3.89550 -0.18505
C -2.62449 -0.33091 0.18680
O -3.31689 0.84189 0.70671
H -1.82456 -0.60266 0.87555
H -3.31499 -1.13433 -0.06973
H -2.12042 0.05401 -0.69968
H -2.69498 1.57319 0.70122
C -0.45445 -2.50127 1.09145
O -1.38871 -3.56986 1.00081
H -0.09021 -2.32556 2.10365
H 0.36044 -2.54758 0.36901
H -0.95667 -1.59610 0.75005
H -2.24390 -3.32825 1.36394
C -0.59717 0.17624 -2.33986
O -0.19308 -0.53415 -3.46883
H -1.67593 0.25719 -2.20631
H -0.16258 -0.28205 -1.45149
H -0.14793 1.16898 -2.31280
H 0.51968 -0.04504 -3.88638
C -1.24743 2.85693 0.08197
O -1.45388 2.02594 1.19198
H -0.31571 3.34526 0.36749
H -1.10744 2.34347 -0.86927
H -2.01619 3.61609 -0.06229
H -0.61004 1.65487 1.46002
C 1.51442 2.04955 -1.15037
O 1.13191 3.16803 -1.86361
H 0.58424 1.52591 -0.92980
H 2.08785 1.41916 -1.83000
H 2.08537 2.39687 -0.28928
H 0.77277 3.85535 -1.29774
```

## Properties
Total charge: -1
Strongest force on any atom: 4.11 eV Å⁻¹
LUMO: 2.9 eV
Calculated total energy: -1455.15474 a.u.
Spin multiplicity: 1